[1]
The following is a quantum chemistry calculation of the molecule C18H24N2O4S in a non-equilibrium geometry, from the Open Molecules 2025 dataset.

Geometry as ORCA input:
```
! RIJCOSX wB97M-V def2-TZVPD def2/J DEFGRID3
* xyz 0 1
C 0.32699 1.92659 -4.72710
C 0.56918 0.38728 -4.61920
C -0.77695 -0.37530 -4.34531
N -0.93330 -0.19593 -2.92741
C -1.58624 -1.15407 -2.14718
O -2.11482 -2.02073 -2.75890
C -1.57685 -1.06803 -0.57451
N -0.79835 -0.06537 0.11316
C 0.56120 -0.17488 0.28013
O 1.23781 -0.80857 -0.54708
C 1.03042 0.26496 1.54150
C -0.16128 0.55794 2.20161
C -0.21117 0.91723 3.53741
C 1.00480 0.94808 4.34000
C 2.21310 0.61911 3.70317
O 3.35763 0.86837 4.41968
C 4.24359 1.90763 3.95430
C 2.19169 0.20229 2.26533
O 3.37880 -0.20608 1.70115
C 3.80981 -1.50612 1.93500
C -1.31074 0.55989 1.30702
S -2.70925 -0.51603 1.78362
C -3.04572 -1.11279 0.08689
C -3.81964 0.12169 -0.35607
C -3.72349 -2.46512 0.01159
H -0.46541 2.25255 -4.08163
H -0.04156 2.07900 -5.74821
H 1.15799 2.60371 -4.76600
H 1.03151 -0.15279 -5.48402
H 1.28988 0.15131 -3.87703
H -0.74490 -1.41016 -4.77443
H -1.51901 0.13749 -4.83544
H -0.71799 0.71641 -2.39215
H -1.01863 -1.93217 -0.11683
H -1.05018 1.33005 4.08116
H 0.87048 1.44635 5.26295
H 5.03421 2.16467 4.72731
H 4.83037 1.61606 3.04173
H 3.69433 2.74612 3.61524
H 3.10856 -2.21980 1.38740
H 3.83158 -1.68518 2.97598
H 4.90146 -1.60476 1.60352
H -1.61106 1.47977 0.98089
H -3.29419 1.09818 -0.44467
H -4.19048 -0.13975 -1.32710
H -4.69411 0.18954 0.24811
H -3.51636 -2.94263 -1.00186
H -3.18572 -3.08461 0.71141
H -4.85799 -2.45135 0.03494
*
```

Properties
E_HOMO = -8.8 eV
Orbital gap = 8.96 eV
Strongest force on any atom = 6.3 eV/A
Energy above the lowest of the compared OMol25 structures with the same formula, charge and spin = 122.68 kcal/mol
Lowest unoccupied orbital energy = 0.210 eV
E_tot = -1508.83422 hartree

---

[2]
The following is a quantum chemistry calculation of a structure of composition C18H24N4O in a non-equilibrium geometry, from the Open Molecules 2025 dataset.

Geometry as ORCA input:
```
! RIJCOSX wB97M-V def2-TZVPD def2/J DEFGRID3
* xyz 0 1
N 0.92295 -1.07802 -2.79566
N 1.78510 -0.83398 -4.97694
O -0.92343 0.34855 -2.92083
C -0.07926 -0.46342 -2.19999
C -0.01235 2.91958 -7.57678
C 0.48810 1.70890 -7.55287
C 1.56346 -0.06245 -6.10439
C 0.88396 -0.49747 -3.96194
C -0.35796 0.96826 -5.27445
C -0.19648 0.33192 -4.05318
C 0.56721 0.91426 -6.34301
N -0.31127 -0.55381 -0.84283
N -0.32782 0.17277 3.40655
C 0.97604 0.42167 4.07044
C -1.32264 -0.87014 3.97944
C 0.48364 -1.49589 0.02469
C -1.31353 0.36332 -0.20641
C 0.89128 0.14209 5.56257
C -1.24385 -0.96130 5.51907
C 0.22513 -1.03737 5.94440
C 0.88723 -0.93304 1.35169
C -1.52798 0.02246 1.28340
C -0.14624 0.16856 1.93271
H -0.49508 3.28052 -6.59700
H 0.07536 3.61667 -8.42898
H 0.69163 1.21165 -8.45085
H 2.14520 -0.23946 -6.99771
H -1.23813 1.50398 -5.48502
H 1.28161 1.43081 3.87178
H 1.81517 -0.13482 3.68885
H -1.13444 -1.84886 3.44067
H -2.42837 -0.80418 3.69526
H -0.08780 -2.47539 0.19218
H 1.42200 -1.80317 -0.40427
H -2.23467 0.24461 -0.63142
H -0.92869 1.42151 -0.27258
H 0.55622 1.04914 6.02373
H 1.93780 0.02201 5.93500
H -1.64504 -0.08397 5.99011
H -1.77785 -1.88107 5.71998
H 0.36715 -1.06467 7.01598
H 0.82251 -1.90410 5.54439
H 1.80494 -0.39413 1.19343
H 0.97798 -1.78579 2.02376
H -1.83671 -1.02211 1.35784
H -2.29521 0.80555 1.64789
H 0.29311 1.15982 1.66127
*
```

Properties
E_HOMO = -7.6 eV
Orbital gap = 8.25 eV
Strongest force on any atom = 5.5 eV/A
Energy above the lowest of the compared OMol25 structures with the same formula, charge and spin = 116.01 kcal/mol
Lowest unoccupied orbital energy = 0.618 eV
E_tot = -994.42838 hartree